No. 1
The following is a quantum chemistry calculation of a cluster of 2 separate species, C17H26BFN3O8PS2 in total, from the Open Molecules 2025 dataset.

## Properties
HOMO level = -9.0 eV
SMILES = C[C@H](F)C[C@@]1(CB(O)O)[C@@](CN)(P(C)O)COS(=O)(=O)[C@]1(N)N=C=S.O=C1C=CC(=O)C=C1
Max |F| = 1.26 eV/Å
E_LUMO = -1.332 eV
2S+1 = 1
E = -2692.03072 Eh

```
59
Properties=species:S:1:pos:R:3:forces:R:3:lowdin_charge:R:1
C 0.012 -2.552 -1.234 0.6120 0.0433 0.1311 -0.0306
C 0.172 -1.061 -1.434 -0.3273 -0.2896 -0.8008 -0.3404
F 1.516 -0.717 -1.186 -0.0709 0.0147 0.3012 -0.0408
C -0.798 -0.063 -0.810 0.7414 -0.3267 0.5852 -0.1233
C -1.113 0.000 0.723 0.2695 -0.3606 -0.6629 -0.2800
C 0.253 -0.150 1.437 0.2679 0.4663 0.6018 -0.0151
B 0.457 -0.108 3.014 -0.0837 -0.4583 0.4790 -0.6235
O 0.838 1.026 3.716 -0.5660 0.6059 -0.6283 0.1374
O 0.393 -1.286 3.746 0.3298 -0.0403 -0.3832 0.1302
C -1.774 1.428 0.909 -0.5916 -0.0051 0.8421 -0.4239
C -0.755 2.512 1.359 -0.0820 0.7185 -0.5718 -0.2698
N 0.355 2.734 0.431 0.2195 -0.1565 0.1855 0.0218
P -2.523 2.298 -0.615 0.6732 0.2831 -1.0321 0.9635
C -3.937 1.324 -1.264 -0.3488 0.1013 0.3621 -0.2643
O -3.390 3.541 0.078 -0.1923 -0.5902 0.1587 -0.3102
C -2.878 1.495 1.973 0.1846 0.4819 -0.2258 -0.2163
O -2.601 0.708 3.150 0.1157 -0.4716 -0.5017 -0.1859
S -2.953 -0.818 2.815 -0.4037 -0.8571 0.8262 0.6914
O -2.443 -1.615 3.872 0.5865 0.1441 0.3035 -0.2313
O -4.366 -0.945 2.584 -0.0783 0.5283 -0.6361 -0.2688
C -2.052 -1.191 1.144 -0.2964 1.1248 0.4583 -0.4288
N -3.084 -1.390 0.170 -0.1356 -0.2783 0.1752 0.1192
N -1.329 -2.378 1.487 -0.2741 -0.0242 -0.5185 0.0946
C -1.746 -3.493 1.313 -0.1279 -0.0856 -0.0857 -0.7712
S -2.301 -4.917 1.021 0.1337 -0.2115 0.1138 0.7997
H 0.512 -2.850 -0.317 -0.2261 -0.1264 0.2395 0.0758
H 0.530 -3.073 -2.036 0.0117 -0.0237 -0.1455 0.0841
H -1.026 -2.864 -1.241 -0.1575 0.0477 0.0814 0.0716
H 0.063 -0.898 -2.509 -0.0511 0.2203 -0.0502 0.1403
H -1.703 -0.168 -1.393 -0.2026 0.1541 -0.0167 0.0854
H -0.316 0.894 -0.998 -0.1631 0.2103 -0.2555 0.0920
H 0.908 0.597 1.002 0.0389 0.1878 -0.0651 0.0984
H 0.710 -1.093 1.150 -0.2530 -0.2504 -0.1904 0.1040
H 0.174 1.279 4.368 0.3967 -0.2310 0.3494 0.1146
H 1.271 -1.679 3.828 -0.1973 -0.0911 0.2869 0.1165
H -1.319 3.445 1.406 -0.2103 0.0160 0.0795 0.1020
H -0.432 2.352 2.379 0.2557 -0.3560 0.0292 0.1079
H 1.248 2.715 0.905 -0.0208 -0.0206 0.0363 0.0819
H 0.274 3.633 -0.022 -0.0141 -0.0217 -0.0543 0.0743
H -4.494 2.025 -1.883 0.0459 0.1374 -0.1339 0.0440
H -4.646 0.983 -0.505 -0.0522 -0.0973 0.0717 0.0391
H -3.657 0.491 -1.898 0.1561 -0.1226 0.0202 0.0367
H -4.252 3.223 0.385 0.0280 0.2865 0.1092 0.0531
H -3.866 1.240 1.585 -0.0713 -0.2603 0.1233 0.1007
H -2.941 2.524 2.305 -0.0884 0.0614 0.2867 0.1249
H -3.684 -0.574 0.207 0.0549 0.0525 -0.3056 0.0472
H -3.714 -2.138 0.457 0.1751 -0.1170 0.0250 0.0927
O 4.734 -2.342 -4.552 0.0057 -0.0060 -0.0119 0.1047
C 5.097 -1.442 -3.826 -0.0053 0.0021 0.0017 -0.3843
C 6.511 -0.984 -3.818 0.0296 0.0320 0.0240 0.0179
C 6.911 0.002 -3.019 0.0028 -0.0361 -0.0341 0.0178
C 5.961 0.687 -2.105 -0.0132 0.0138 0.0154 -0.3863
O 6.327 1.586 -1.379 0.0129 0.0060 0.0028 0.1034
C 4.550 0.229 -2.115 -0.0143 -0.0006 0.0039 0.0228
C 4.150 -0.757 -2.913 -0.0001 -0.0020 -0.0296 0.0205
H 7.185 -1.497 -4.492 -0.0246 -0.0220 -0.0115 0.1205
H 7.935 0.351 -2.995 -0.0073 0.0250 0.0244 0.1205
H 3.871 0.738 -1.442 0.0011 -0.0023 0.0061 0.1164
H 3.125 -1.102 -2.931 0.0024 -0.0225 0.0110 0.1052
```
Positions in Å, forces in eV/Å.

No. 2
The following is a quantum chemistry calculation of a structure of composition C17H26BrF6N5NiOP2, from the Open Molecules 2025 dataset.

## Properties
HOMO level (spin up / spin down) = -10.6 / -10.4 eV
ΔE to the lowest compared entry with this formula, charge and spin = 11.1 kcal per mole
Expectation value of S² = 0.8299
Charge = +1
Max |F| = 1.54 eV/Å
E_LUMO (spin up / spin down) = -5.057 / -5.054 eV
2S+1 = 2
E = -6376.74205 Eh

```
59
Properties=species:S:1:pos:R:3:forces:R:3:lowdin_charge:R:1
Ni -0.494 0.309 -0.972 0.3555 -0.8340 0.2750 0.3248
Br -1.371 1.704 0.677 0.0447 -0.3309 -0.2887 0.4045
C 1.823 1.435 2.513 -0.0483 0.1555 -0.0628 -0.2459
C 1.820 2.045 3.749 0.0544 0.0514 -0.1948 -0.0660
C 1.398 1.357 4.897 -0.0729 -0.1318 0.1182 -0.0462
C 1.039 0.041 4.811 0.0381 0.1981 0.0724 0.0007
C 1.016 -0.617 3.563 -0.0400 -0.3545 -0.0656 -0.1543
C 0.654 -1.987 3.467 -0.0108 -0.0560 -0.1276 -0.0178
C 0.613 -2.626 2.252 -0.0376 0.0477 0.4555 -0.0647
C 0.851 -1.916 1.076 0.2744 0.8625 -0.0189 -0.0101
C 1.169 -0.551 1.121 -0.3195 -1.0160 0.8009 -0.3887
C 1.350 0.101 2.396 -0.1244 -0.3158 -0.4683 -0.1132
H 2.159 3.063 3.867 0.0240 -0.0109 0.0029 0.0953
H 1.398 1.865 5.851 -0.0059 0.0104 0.0049 0.1149
H 0.760 -0.509 5.700 0.0084 -0.0205 -0.0002 0.1240
H 0.416 -2.525 4.376 0.0071 0.0107 0.0197 0.1157
H 0.359 -3.676 2.201 -0.0004 -0.0256 0.0233 0.1096
H 0.748 -2.385 0.107 0.0016 0.0341 -0.0241 0.1049
C -4.432 -1.996 -0.031 -0.0190 -0.0286 0.0647 -0.0183
N -3.563 -2.501 -1.085 0.2467 0.1073 0.0289 -0.1369
C -4.027 -3.651 -1.848 -0.0446 -0.0443 -0.0437 -0.0315
C -2.357 -1.931 -1.290 -0.0897 -0.2029 -0.2630 -0.3754
N -1.767 -1.146 -0.451 0.2362 0.6228 -0.0228 0.0955
N -1.765 -2.245 -2.509 -0.0238 0.1666 -0.0102 0.1798
C -0.623 -1.685 -3.052 -0.2714 -0.2483 0.0337 -0.4543
N -0.399 -2.025 -4.342 0.0950 0.0289 0.1511 0.1943
N 0.177 -0.965 -2.344 -0.1582 0.5722 0.3533 0.1105
H -5.466 -2.131 -0.343 0.0090 -0.0060 0.0062 0.1012
H -4.269 -0.929 0.112 -0.0364 0.0145 -0.0096 0.0965
H -4.279 -2.521 0.915 0.0173 0.0152 -0.0082 0.1051
H -4.524 -3.361 -2.778 0.0060 0.0195 0.0070 0.1030
H -4.748 -4.196 -1.243 0.0138 -0.0040 -0.0020 0.0999
H -3.207 -4.336 -2.063 -0.0122 -0.0114 0.0129 0.0980
H -2.284 -0.991 0.404 0.1214 -0.0166 0.0323 0.0461
H -2.353 -2.739 -3.157 -0.0182 0.0507 -0.0119 0.1293
H -1.161 -2.378 -4.897 0.0123 -0.0430 0.0091 0.1204
H 0.236 -1.430 -4.851 -0.0071 0.0255 -0.0224 0.1186
H 0.946 -0.589 -2.887 0.0187 0.0311 0.0880 0.1081
F 0.035 1.881 -2.349 0.1304 -0.1508 0.2270 -0.2333
P -1.276 2.087 -3.427 -0.0401 0.0939 -0.0889 0.2004
F -2.003 0.868 -2.515 0.0175 0.0206 0.0182 -0.2089
F -2.532 2.143 -4.379 0.0419 -0.0156 0.0237 -0.0918
F -1.877 3.151 -2.422 0.0101 -0.0286 0.0079 -0.1218
F -0.605 0.912 -4.322 0.0037 0.0125 -0.0377 -0.1531
F -0.446 3.183 -4.203 -0.0291 -0.0623 0.0305 -0.0937
C 4.035 1.177 0.612 -0.0508 0.0544 0.0232 -0.1525
P 2.707 2.260 1.171 0.2637 -0.0070 0.1701 0.9375
C 3.604 3.635 1.934 -0.0924 -0.0007 -0.0003 -0.1901
C 1.858 3.003 -0.229 -0.0394 -0.0535 0.0493 -0.1822
O 1.251 0.155 0.028 -0.3912 0.8384 -1.2313 -0.1914
H 4.718 1.770 0.002 0.0059 -0.0057 -0.0263 0.0695
H 3.660 0.342 0.030 -0.0850 -0.0099 0.0055 0.0551
H 4.569 0.810 1.489 0.0011 -0.0102 -0.0163 0.0750
H 4.212 4.101 1.160 0.0125 -0.0198 -0.0247 0.0671
H 4.252 3.292 2.738 -0.0199 -0.0182 -0.0043 0.0701
H 2.913 4.387 2.316 0.0040 0.0030 -0.0202 0.0677
H 2.190 4.036 -0.318 0.0115 0.0133 -0.0429 0.0674
H 0.779 2.977 -0.098 0.0305 0.0106 0.0375 -0.0260
H 2.112 2.449 -1.129 -0.0293 0.0123 -0.0149 0.0574
```
Positions in Å, forces in eV/Å.

No. 3
The following is a quantum chemistry calculation of a structure of composition C17H26ClNOW, from the Open Molecules 2025 dataset.

## Properties
HOMO level (spin up / spin down) = -14.7 / -14.7 eV
ΔE to the lowest compared entry with this formula, charge and spin = 44.5 kcal per mole
Expectation value of S² = 2.0187
Charge = +2
Max |F| = 5.36 eV/Å
E_LUMO (spin up / spin down) = -8.562 / -9.217 eV
2S+1 = 3
E = -1319.99072 Eh

```
47
Properties=species:S:1:pos:R:3:forces:R:3:lowdin_charge:R:1
C -4.598 -2.608 -1.765 -3.4440 -2.3524 -1.1601 -1.0392
C -5.156 -3.407 -0.558 0.0647 -0.0245 0.2352 -0.1195
C -5.736 -1.706 -2.307 -0.0268 0.2306 -0.0328 -0.1208
C -4.225 -3.624 -2.876 0.2109 -0.0562 -0.1190 -0.1192
Cl -3.242 -1.670 -1.305 1.7456 1.1931 0.5835 0.6383
H -6.629 -2.297 -2.610 0.7367 0.1849 0.2788 0.1002
H -5.403 -1.139 -3.189 -0.0326 -0.1638 0.2269 0.0779
H -6.064 -0.984 -1.546 0.1203 -0.2003 -0.1558 0.0777
H -6.041 -4.021 -0.837 0.6274 0.5132 -0.0589 0.1004
H -5.468 -2.732 0.252 0.0965 -0.1215 -0.2328 0.0777
H -4.397 -4.092 -0.152 -0.1497 0.1982 -0.1416 0.0788
H -5.098 -4.241 -3.186 0.4503 0.5569 0.3919 0.1005
H -3.441 -4.316 -2.533 -0.1929 0.2092 -0.0321 0.0786
H -3.852 -3.110 -3.773 -0.0971 -0.0732 0.2542 0.0778
C 0.782 2.501 1.873 -1.8732 0.1928 0.1604 -0.1498
C -0.157 2.994 0.891 0.0010 -0.0575 0.9623 -0.1815
C -1.229 2.038 0.757 0.3611 0.1267 0.6366 -0.1458
H -0.082 3.964 0.447 -0.0993 0.2357 -0.3052 0.1328
C -0.999 1.006 1.734 0.7477 0.4587 -0.3803 -0.0760
C 0.217 1.288 2.412 -0.6375 0.9106 -0.9089 -0.0873
H 0.600 0.715 3.238 0.2990 -0.2386 -0.1425 0.1326
H 1.580 3.078 2.319 0.2314 -0.2263 -0.4142 0.1354
H -2.129 2.164 0.182 -0.0196 -0.0531 -0.2372 0.1385
H -1.633 0.173 1.982 -0.1643 -0.1804 -0.2952 0.1348
C 2.409 0.391 -1.570 -0.6295 1.2938 -0.5398 -0.1148
C 2.501 1.804 -1.267 -0.3704 -0.3791 -1.6667 -0.1717
C 1.287 2.410 -1.750 0.7554 -0.0796 -0.5092 -0.1802
H 3.409 2.335 -1.016 -0.2112 0.0257 0.4225 0.1412
C 0.425 1.375 -2.242 0.5892 0.0058 -0.3152 -0.1468
C 1.150 0.140 -2.170 0.2302 0.3346 0.3919 -0.0834
H 0.856 -0.818 -2.564 -0.3402 -0.0890 0.1623 0.1394
H 3.216 -0.319 -1.498 -0.1175 -0.2577 0.4159 0.1293
H 1.136 3.469 -1.809 -0.2311 0.2312 0.0501 0.1373
H -0.513 1.513 -2.748 -0.2770 0.0333 0.0968 0.1411
W 0.754 1.185 -0.003 2.6755 -2.4913 3.4749 1.6983
C 3.950 0.883 3.577 0.4797 -0.1160 0.3231 0.0092
N 4.610 0.565 2.319 -1.4901 0.0098 -1.5627 -0.1588
C 6.026 0.319 2.180 0.1147 -0.0812 -0.8128 0.0011
C 3.811 0.418 1.273 3.9995 -0.3823 0.2928 -0.2962
O 2.621 0.431 1.540 -4.7410 0.3712 -2.4834 -0.0874
H 4.768 0.875 4.275 -0.1966 0.1882 0.7993 0.0978
H 3.170 0.173 3.849 0.3507 -0.3501 -0.0219 0.1029
H 3.447 1.850 3.554 0.3556 0.1655 -0.1395 0.0980
H 6.157 -0.684 1.741 0.3043 0.2644 0.6703 0.1121
H 6.414 1.031 1.435 0.3504 -0.0618 0.6753 0.1098
H 6.428 0.431 3.180 0.6931 -0.1219 -0.2910 0.1020
H 4.366 0.249 0.267 -1.2494 0.2238 1.4537 0.1768
```
Positions in Å, forces in eV/Å.